No. 1
ORCA calculation (the ωB97M-V functional and the def2-TZVPD basis) on a cluster of 2 separate species, H2 in total.

* energy relative to the best compared isomer or geometry (same formula, charge and spin): 17.9 kcal/mol
* spin multiplicity: 2
* <S²>: 0.755
* E_HOMO (spin up / spin down): -0.151 / -1.547 eV
* charge: -1

Geometry as XYZ:
```
2
Properties=species:S:1:pos:R:3:forces:R:3
H 0.00000 0.00000 0.90016 0.00 0.00 -0.40
H 0.00000 0.00000 -0.90016 0.00 0.00 0.40
```
Forces are in eV/Å.

=====

No. 2
ORCA calculation (the ωB97M-V functional and the def2-TZVPD basis) on a cluster of 2 separate species, H4OS2 in total.

* energy relative to the best compared isomer or geometry (same formula, charge and spin): 1.2 kcal/mol
* E_HOMO: -9.067 eV
* structure (SMILES): SS.O
* charge: 0

Geometry as XYZ:
```
7
Properties=species:S:1:pos:R:3:forces:R:3
S 1.67997 0.43391 -0.40351 0.17 -0.03 -0.02
S 1.22759 -1.54378 0.00702 0.21 -0.14 0.18
H 1.72298 0.29466 -1.73738 -0.19 0.09 0.01
H 0.10473 -1.30965 0.69895 -0.18 0.08 -0.17
O -1.51748 0.37923 0.66284 -0.14 0.01 0.07
H -2.37095 0.80555 0.51860 0.26 -0.02 -0.01
H -0.84685 0.94009 0.25347 -0.12 0.01 -0.05
```
Forces are in eV/Å.

=====

No. 3
ORCA calculation (the ωB97M-V functional and the def2-TZVPD basis) on an isolated molecule of C4H10OS at a distorted geometry.

* energy relative to the best compared isomer or geometry (same formula, charge and spin): 44.1 kcal/mol
* E_HOMO: -9.229 eV
* structure (SMILES): OCCCCS
* charge: 0

Geometry as XYZ:
```
16
Properties=species:S:1:pos:R:3:forces:R:3
O -1.68290 2.28562 0.30640 1.65 -3.11 -0.27
C -0.67891 1.39777 1.11088 -1.43 2.63 1.94
C -0.33226 -0.04900 0.74095 -1.72 1.69 -3.37
C -0.07744 -0.20361 -0.84220 2.28 0.77 1.71
C 1.21071 -1.06633 -1.12685 -0.54 2.87 -0.46
S 1.59998 -2.62897 -0.43881 -0.35 -0.38 1.06
H -1.92863 1.72728 -0.47765 0.24 0.88 1.00
H 0.22319 2.13931 1.32219 -1.65 -1.90 -0.76
H -1.24214 1.27730 2.08915 0.87 0.55 -0.84
H -1.06911 -0.77070 1.07973 -0.77 0.24 -0.36
H 0.42807 -0.28906 1.39956 2.45 -0.36 0.74
H 0.06644 0.84166 -1.41312 -0.35 -2.32 1.48
H -0.85768 -0.74853 -1.28091 -1.54 -0.38 -0.52
H 1.09785 -1.28631 -2.13836 -0.01 -0.52 -2.02
H 2.00143 -0.31915 -1.14642 0.66 -0.40 0.59
H 1.24139 -2.30727 0.81545 0.21 -0.26 0.06
```
Forces are in eV/Å.